Density functional theory data (ωB97M-V/def2-TZVPD) for 7 unconnected molecules or ions with the total composition C41H75N3O23S.

Results
* HOMO energy: -0.3345 Ha
* HOMO-LUMO gap: 9.06 eV
* max |F|: 3.44 eV/A
* SMILES: CCN(CC[C@]1(CCN)C[C@H](O)OS(=O)(=O)[C@@H]1c1ccncc1)C(C)=O.CCOC(=O)OC.CCOC(=O)OC.CCOC(=O)OC.CCOC(=O)OC.CCOC(=O)OC.CCOC(=O)OC

Cartesian coordinates (Å):
C  -3.7791  -2.9552  -3.2020
C  -2.8754  -2.0635  -4.1662
N  -2.1122  -1.1197  -3.3186
C  -0.6392  -1.1920  -3.5480
C  -0.0307  -1.9742  -2.3437
C  1.5577  -1.9031  -2.2703
C  2.1489  -0.4867  -2.5529
C  1.7686  0.6589  -1.5668
N  0.3282  0.9787  -1.4857
C  2.0465  -2.8112  -3.5100
C  2.4595  -4.2491  -3.1098
O  2.6401  -4.9579  -4.3328
O  1.4322  -4.9620  -2.3804
S  1.5653  -4.3757  -0.8313
O  0.2597  -4.5279  -0.2442
O  2.5876  -5.0789  -0.0894
C  2.1075  -2.6203  -0.9929
C  1.8091  -1.9497  0.3526
C  0.5337  -1.7707  0.9676
C  0.4476  -1.0869  2.1917
N  1.4082  -0.5566  2.9773
C  2.5909  -0.7923  2.3720
C  2.8744  -1.4152  1.1435
C  -2.5661  0.2456  -3.4838
C  -2.3914  1.0681  -4.7887
O  -3.0954  0.7799  -2.5543
H  -3.7612  -4.0238  -3.5109
H  -3.2713  -2.9189  -2.2129
H  -4.8001  -2.5490  -3.0765
H  -2.2488  -2.7814  -4.7302
H  -3.5873  -1.5247  -4.8334
H  -0.2754  -0.1514  -3.6483
H  -0.4245  -1.6889  -4.5280
H  -0.2928  -3.0463  -2.5111
H  -0.4944  -1.5589  -1.4324
H  1.8700  -0.1650  -3.5826
H  3.2661  -0.5661  -2.5432
H  2.1768  0.5347  -0.5399
H  2.2793  1.5840  -1.9500
H  0.1076  1.2132  -0.5240
H  0.0538  1.7139  -2.1274
H  1.2785  -2.8963  -4.2991
H  2.9766  -2.3247  -3.8887
H  3.4442  -4.3208  -2.5877
H  2.8797  -5.8641  -4.0709
H  3.2189  -2.6613  -1.0884
H  -0.3729  -2.1628  0.4851
H  -0.5801  -0.9519  2.5913
H  3.4718  -0.4312  2.9442
H  3.9159  -1.4907  0.7909
H  -3.3509  1.6085  -4.9498
H  -2.1288  0.4738  -5.6852
H  -1.6317  1.8612  -4.6093
C  -2.2333  -2.1697  4.5797
C  -1.9032  -0.9118  5.3582
O  -2.9985  0.0149  5.3432
C  -4.0119  -0.2736  6.1643
O  -4.0808  -1.2188  6.9086
O  -4.9548  0.6595  5.9977
C  -6.1470  0.4207  6.7473
H  -2.5588  -1.9200  3.5673
H  -1.3633  -2.8254  4.5217
H  -3.0479  -2.7232  5.0478
H  -1.0623  -0.4010  4.8865
H  -1.6077  -1.1391  6.3830
H  -5.9266  0.2722  7.8038
H  -6.6753  -0.4422  6.3416
H  -6.7802  1.2993  6.6438
C  -1.4165  7.1423  0.6344
C  -0.2035  6.4717  0.0222
O  0.4515  5.6112  0.9671
C  -0.1684  4.4336  1.1716
O  -1.1811  4.0707  0.6336
O  0.5065  3.7438  2.0941
C  -0.1133  2.5106  2.4712
H  -1.1432  7.6607  1.5555
H  -1.8511  7.8604  -0.0621
H  -2.1825  6.4112  0.8946
H  0.5277  7.2302  -0.2596
H  -0.4623  5.9193  -0.8826
H  -0.3246  1.8923  1.5992
H  -1.0274  2.7082  3.0314
H  0.5811  1.9750  3.1150
C  -4.6003  6.8326  -5.8410
C  -3.6788  5.6580  -5.5820
O  -3.2887  5.0260  -6.8095
C  -2.3480  5.6634  -7.5118
O  -1.8058  6.6931  -7.2037
O  -2.1298  4.9691  -8.6346
C  -1.2108  5.5925  -9.5326
H  -5.4540  6.5229  -6.4468
H  -4.9638  7.2508  -4.9015
H  -4.0879  7.6221  -6.3918
H  -4.2075  4.9033  -4.9992
H  -2.8008  5.9537  -5.0051
H  -0.2730  5.8340  -9.0337
H  -1.6586  6.4895  -9.9606
H  -1.0067  4.8863  -10.3348
C  -1.6173  0.7956  9.1165
C  -1.4982  -0.6735  9.4681
O  -0.1654  -1.0010  9.8868
C  0.1523  -0.6352  11.1310
O  -0.5711  -0.0772  11.9154
O  1.4277  -0.9770  11.3490
C  1.9324  -0.5555  12.6161
H  -0.8623  1.0754  8.3784
H  -2.6074  1.0156  8.7140
H  -1.4560  1.4255  9.9921
H  -1.7008  -1.2751  8.5826
H  -2.2228  -0.9660  10.2294
H  1.2920  -0.8951  13.4294
H  2.0318  0.5300  12.6352
H  2.9179  -0.9995  12.7403
C  7.7658  6.4564  -0.0781
C  7.2277  5.1853  -0.7034
O  6.2683  4.5492  0.1501
C  5.0509  5.1064  0.1628
O  4.7044  6.0667  -0.4777
O  4.2946  4.4262  1.0254
C  2.9814  4.9764  1.2143
H  8.1598  6.2548  0.9200
H  8.5590  6.8825  -0.6940
H  6.9800  7.2042  0.0337
H  8.0417  4.4720  -0.8355
H  6.7982  5.3722  -1.6893
H  2.4728  5.1060  0.2657
H  3.0512  5.9256  1.7461
H  2.4207  4.2808  1.8190
C  0.5540  -12.1538  -4.1598
C  -0.4156  -11.0440  -4.5128
O  -0.5558  -10.1106  -3.4343
C  0.4494  -9.2414  -3.2917
O  1.4337  -9.1731  -3.9858
O  0.1861  -8.4742  -2.2325
C  1.2356  -7.5579  -1.9081
H  0.2618  -12.6340  -3.2238
H  0.5837  -12.9048  -4.9505
H  1.5632  -11.7658  -4.0182
H  -1.4060  -11.4667  -4.6835
H  -0.1217  -10.5288  -5.4290
H  1.5107  -6.9653  -2.7652
H  2.0994  -8.1054  -1.5259
H  0.8701  -6.8997  -1.1282

---

Density functional theory data (ωB97M-V/def2-TZVPD) for 4 unconnected molecules or ions with the total composition C41H75N4O10S.

Results
* HOMO energy: -0.4324 Ha
* HOMO-LUMO gap: 8.66 eV
* total charge: +1
* max |F|: 3.45 eV/A

Cartesian coordinates (Å):
C  5.9864  -2.2287  3.3572
C  6.2933  -0.7625  3.0416
C  5.3496  -0.1787  1.9912
C  5.7116  1.2722  1.7111
C  5.2551  1.7502  0.3300
C  5.3383  3.2620  0.2596
C  4.9554  3.8664  -1.0883
C  3.5385  3.5154  -1.5316
C  2.4720  4.4479  -0.9610
C  1.1333  3.7203  -0.8138
C  0.2696  4.2676  0.3082
C  -1.0878  3.5705  0.4766
C  -1.0354  2.1348  1.0597
O  0.2801  1.8387  1.5864
C  0.5432  2.0636  2.8270
N  0.7037  2.1361  3.9934
C  -1.0729  1.2163  -0.1872
C  -0.9368  -0.2299  0.1764
N  -2.0416  -0.7097  1.0836
C  -3.3470  -1.1012  0.4132
S  -3.5479  -0.6748  -1.3211
C  -3.6286  -2.2987  -2.1572
C  -3.0940  -2.1250  -3.5843
C  -2.0650  0.1890  2.2768
N  -2.7487  -0.2762  3.4680
C  -3.7423  -1.3532  3.4209
C  -3.3720  -2.7883  3.0942
O  -4.8905  -1.1047  3.7077
C  -1.7980  -0.6254  4.5284
C  -1.9524  0.0693  5.8456
O  -0.9532  -1.4708  4.3546
C  -2.2537  1.6980  1.9094
C  -2.5339  2.4167  3.2432
C  -2.5738  3.9545  3.3004
C  -1.2793  4.6685  3.6813
O  -3.4855  1.6577  1.1403
C  -3.9882  2.7719  0.7164
N  -4.4392  3.8050  0.3696
H  5.2673  -2.5928  2.6303
H  6.8658  -2.8548  3.2861
H  5.5619  -2.3333  4.3419
H  6.1560  -0.1919  3.9545
H  7.3197  -0.6012  2.7367
H  4.3614  -0.2352  2.4376
H  5.4037  -0.8094  1.1095
H  5.2286  1.9009  2.4497
H  6.7871  1.4006  1.7693
H  5.8528  1.2808  -0.4418
H  4.2288  1.4069  0.2266
H  6.3699  3.5355  0.4528
H  4.7384  3.7154  1.0444
H  5.0591  4.9460  -1.0584
H  5.6410  3.4733  -1.8319
H  3.3417  2.4917  -1.2404
H  3.4438  3.5370  -2.6114
H  2.7783  4.7611  0.0351
H  2.3858  5.3244  -1.5884
H  1.3876  2.6904  -0.5962
H  0.5722  3.7286  -1.7432
H  0.0154  5.2868  0.0319
H  0.8069  4.3653  1.2424
H  -1.5071  3.5297  -0.5189
H  -1.7230  4.2472  1.0276
H  -0.2414  1.4386  -0.8379
H  -1.9708  1.4474  -0.7387
H  -0.0349  -0.3876  0.7554
H  -0.8205  -0.8850  -0.6697
H  -1.6507  -1.5828  1.4353
H  -4.1664  -0.6577  0.9539
H  -3.4828  -2.1641  0.5148
H  -2.9709  -2.9697  -1.6191
H  -4.6453  -2.6570  -2.1275
H  -2.5373  -3.0114  -3.8241
H  -3.8984  -2.0404  -4.2997
H  -2.4289  -1.2848  -3.6579
H  -1.0240  0.1707  2.5863
H  -3.5284  -3.4050  3.9647
H  -3.9339  -3.1326  2.2445
H  -2.3154  -2.8725  2.8548
H  -2.7084  0.8342  5.7538
H  -1.0063  0.4616  6.1770
H  -2.3354  -0.6482  6.5601
H  -1.7947  2.0969  3.9618
H  -3.5136  2.0867  3.5417
H  -3.2748  4.1943  4.0908
H  -2.9849  4.4429  2.4290
H  -0.8426  4.2417  4.5720
H  -1.4867  5.7146  3.8628
H  -0.5776  4.6501  2.8597
O  -0.8323  -2.3630  -5.3157
C  -0.4671  -1.8460  -6.3402
O  -0.0993  -0.5562  -6.3072
C  0.5302  0.1066  -7.4119
C  -0.4847  0.6574  -8.3909
C  -0.5008  -2.5749  -7.6584
H  1.2555  -0.5497  -7.8925
H  1.0952  0.9242  -6.9683
H  -1.0772  -0.1366  -8.8450
H  0.0150  1.2100  -9.1859
H  -1.1768  1.3267  -7.8800
H  -1.4954  -2.4831  -8.0939
H  -0.2950  -3.6257  -7.4732
H  0.2415  -2.2310  -8.3736
O  4.0802  -1.9752  5.8561
C  3.3064  -1.2999  6.4722
O  3.6074  -0.0049  6.6788
C  2.6896  0.9422  7.2238
C  2.7065  0.9400  8.7383
C  2.0575  -1.8821  7.0926
H  1.6887  0.7835  6.8202
H  3.0237  1.9091  6.8530
H  2.3877  -0.0206  9.1434
H  2.0454  1.7142  9.1288
H  3.7162  1.1252  9.1023
H  2.3093  -2.2951  8.0682
H  1.7040  -2.6845  6.4503
H  1.2414  -1.1707  7.2005
O  -2.1294  -5.3269  -10.0828
C  -2.9945  -5.6682  -9.3293
O  -3.7569  -4.7287  -8.7325
C  -4.9285  -5.0354  -7.9755
C  -4.5964  -5.3514  -6.5313
C  -3.1862  -7.1209  -8.9592
H  -5.5017  -5.8309  -8.4522
H  -5.5426  -4.1378  -8.0230
H  -3.9705  -6.2399  -6.4482
H  -5.5089  -5.5190  -5.9584
H  -4.0449  -4.5240  -6.0826
H  -2.5143  -7.3678  -8.1385
H  -2.9255  -7.7255  -9.8234
H  -4.2060  -7.3795  -8.6836

---

Density functional theory data (ωB97M-V/def2-TZVPD) for 4 unconnected molecules or ions with the total composition C41H78N2O16P3.

Results
* HOMO energy: -0.3700 Ha
* HOMO-LUMO gap: 5.67 eV
* total charge: +1
* max |F|: 10.05 eV/A

Cartesian coordinates (Å):
C  1.6028  -0.2066  -5.6545
O  0.3480  -0.7749  -6.1933
C  -0.6340  0.3003  -6.4685
C  -1.9384  0.0686  -5.4522
C  -2.8174  1.4317  -5.2021
C  -1.9388  2.7257  -4.6842
C  -0.8992  2.2894  -3.4501
C  -1.7365  2.0275  -2.0645
C  -2.0220  0.4512  -1.7123
C  -0.6923  -0.3891  -1.2439
C  -0.3364  0.0651  0.3116
C  0.6774  1.3780  0.5325
C  0.9548  1.6546  2.1314
C  0.2898  0.7203  3.2861
C  0.6490  1.0220  4.8576
O  0.7859  2.4782  5.0144
C  -0.1879  3.0097  5.9805
C  -1.8188  2.9713  5.6453
C  -2.9562  3.5868  6.6807
C  -4.5547  3.5102  6.3107
C  -2.3447  4.2657  8.0813
C  -0.7101  4.2728  8.4291
C  0.4228  3.6387  7.3950
C  2.0610  3.6226  7.7293
C  2.8425  4.4838  6.5702
C  2.4702  2.0017  7.7164
N  -0.6215  -0.3762  2.8837
N  -0.8329  -0.5854  1.5648
C  -1.8028  -1.7613  1.2868
C  -0.9428  -3.1497  1.0075
C  -1.7451  -4.4517  1.6565
C  -2.6336  -5.2925  0.5605
C  -2.6382  -6.9177  0.7812
C  -3.8700  -7.4897  1.6996
O  -4.3373  -6.5329  2.7188
C  -5.7637  -6.2889  2.4354
C  -6.9371  -7.3979  2.8583
O  -6.1403  -5.1634  1.7958
H  2.4015  -1.0852  -5.6837
H  2.0454  0.6733  -6.2979
H  1.5103  0.1047  -4.5085
H  -0.0696  1.3186  -6.2077
H  -0.9650  0.2983  -7.6104
H  -2.6538  -0.7981  -5.8398
H  -1.4602  -0.3594  -4.4473
H  -3.6784  1.2784  -4.3946
H  -3.3731  1.7497  -6.2072
H  -2.6358  3.5973  -4.2708
H  -1.3397  3.2048  -5.5920
H  -0.1741  1.4160  -3.7605
H  -0.2008  3.2455  -3.3027
H  -2.8035  2.5347  -2.2184
H  -1.2233  2.6339  -1.1856
H  -2.7726  0.4300  -0.7844
H  -2.5762  -0.1344  -2.5779
H  0.2109  0.0285  -1.9028
H  -0.8173  -1.5439  -1.3845
H  1.1140  2.0028  -0.3561
H  1.6513  2.5476  2.4717
H  1.7363  0.5674  5.0427
H  -0.0527  0.5007  5.6359
H  -2.2396  2.4919  4.6395
H  -4.8488  4.0108  5.2917
H  -4.9214  2.3765  6.2379
H  -5.2617  3.9974  7.1382
H  -3.1334  4.7470  8.8292
H  -0.2705  4.7395  9.4310
H  2.1900  4.0926  8.8187
H  2.0093  5.1405  6.0297
H  3.3507  3.8237  5.7432
H  3.7115  5.1619  7.0209
H  2.7780  1.7735  6.5892
H  3.3762  1.7527  8.4151
H  1.5013  1.3648  7.9384
H  -2.4366  -1.9870  2.2733
H  -2.5902  -1.5117  0.4581
H  0.0482  -3.0426  1.6643
H  -0.6270  -3.3006  -0.1086
H  -0.9777  -5.2198  2.1525
H  -2.4852  -4.1514  2.5286
H  -2.1718  -5.0580  -0.4993
H  -3.7689  -4.9312  0.6244
H  -1.6362  -7.3073  1.2569
H  -2.7360  -7.4534  -0.2794
H  -4.7868  -7.7090  0.9841
H  -3.5918  -8.4869  2.2702
H  -6.7967  -8.3517  2.1713
H  -6.7290  -7.7140  3.9739
H  -8.0220  -6.9457  2.7729
C  -0.0613  -1.7481  -9.7210
O  -1.3628  -1.7366  -10.2795
P  -1.7204  -2.9751  -11.4333
O  -0.4689  -2.6034  -12.2452
O  -2.9963  -2.0989  -11.9937
C  -2.7914  -0.7397  -12.3462
O  -2.0780  -4.2136  -12.5870
C  -1.1812  -5.3093  -12.5741
H  -0.0824  -1.1897  -8.7807
H  0.2671  -2.7734  -9.5206
H  0.6400  -1.2506  -10.3976
H  -1.7540  -0.5282  -12.6164
H  -3.0860  -0.1049  -11.5073
H  -3.4265  -0.4987  -13.2025
H  -0.9476  -5.5983  -11.5457
H  -0.2633  -5.0498  -13.1078
H  -1.6548  -6.1538  -13.0810
C  3.5060  -4.4395  -1.2071
O  2.2045  -4.4280  -1.7656
P  1.8469  -5.6665  -2.9194
O  3.0984  -5.2948  -3.7313
O  0.5710  -4.7903  -3.4797
C  0.7759  -3.4311  -3.8323
O  1.4893  -6.9050  -4.0731
C  2.3861  -8.0007  -4.0602
H  3.4849  -3.8811  -0.2668
H  3.8344  -5.4648  -1.0067
H  4.2073  -3.9420  -1.8837
H  1.8133  -3.2196  -4.1025
H  0.4813  -2.7963  -2.9933
H  0.1408  -3.1901  -4.6886
H  2.6197  -8.2896  -3.0318
H  3.3040  -7.7412  -4.5939
H  1.9125  -8.8452  -4.5671
C  6.1545  11.3822  8.4241
O  5.2462  10.3335  8.1391
P  5.8534  8.7209  8.2935
O  7.0382  9.0612  7.3747
O  4.6126  8.1545  7.3721
C  4.3501  8.7731  6.1222
O  6.4606  7.1084  8.4480
C  7.6619  6.9982  9.1894
H  5.5811  12.2851  8.6529
H  6.7825  11.1298  9.2851
H  6.7767  11.5860  7.5476
H  5.2319  9.2643  5.7038
H  3.5499  9.5063  6.2477
H  4.0129  8.0101  5.4159
H  7.6203  7.6334  10.0785
H  8.5148  7.2807  8.5670
H  7.7850  5.9582  9.5018